Computed, not measured: a molecular structure, C23H11Cl5N3O4RuS3, with ωB97M-V/def2-TZVPD.

Summary:
orbital gap (spin up / spin down): 6.3 / 6.1 eV
total charge: -1

Last column: natural (NBO) charge in e.
Positions of all 50 atoms, in Å:
Ru: -0.866 -1.148 -0.286  0.44
Cl: 2.724 -5.409 -3.789  0.04
Cl: 0.006 -4.617 0.804  0.02
Cl: 0.496 -0.591 -2.645  0.07
Cl: 2.176 -2.424 -4.619  0.05
Cl: 1.614 -6.475 -1.086  0.04
S: 0.875 -0.825 1.126  0.14
S: -1.508 2.011 0.343  2.36
S: -1.980 -1.906 1.325  0.47
O: -2.360 -1.640 -1.603  -0.73
O: -4.039 -0.808 -2.808  -0.65
O: -0.863 1.693 1.588  -0.96
O: -2.731 2.772 0.360  -0.96
N: 1.944 -1.200 7.185  -0.31
N: -1.890 -2.549 7.430  -0.31
N: -1.734 0.654 -0.482  -0.88
C: 1.795 -4.378 -2.767  -0.09
C: 0.254 -1.222 2.671  -0.18
C: -2.632 0.732 -1.643  -0.36
C: 2.391 5.065 -3.163  -0.63
C: 1.819 3.171 -1.607  -0.21
C: 1.554 -3.062 -3.148  -0.12
C: -1.414 -2.263 6.423  0.28
C: 1.294 -4.847 -1.552  -0.11
C: 0.938 2.480 -0.799  -0.18
C: 0.490 -1.438 5.061  -0.14
C: -0.758 4.126 -1.249  -0.19
C: -1.606 -2.040 4.015  -0.07
C: 0.546 -4.007 -0.723  0.02
C: 0.795 -2.279 -2.296  0.02
C: -1.062 -1.705 2.768  -0.28
C: -3.099 -0.665 -2.052  0.78
C: 0.140 4.814 -2.057  -0.18
C: -0.359 2.956 -0.631  -0.35
C: -0.846 -1.910 5.153  -0.19
C: 1.298 -1.307 6.241  0.29
C: 1.026 -1.104 3.841  -0.14
C: 1.430 4.344 -2.258  -0.03
C: 0.253 -2.704 -1.099  -0.21
H: 2.828 2.796 -1.741  0.21
H: 1.247 1.574 -0.292  0.24
H: -3.497 1.360 -1.446  0.24
H: 2.650 4.452 -4.028  0.22
H: 2.042 -0.740 3.774  0.24
H: 1.963 5.997 -3.529  0.21
H: -0.175 5.730 -2.545  0.20
H: -2.099 1.152 -2.508  0.20
H: 3.321 5.302 -2.643  0.22
H: -1.768 4.483 -1.101  0.24
H: -2.624 -2.401 4.084  0.23


Computed, not measured: 10 unconnected molecules or ions with the total composition C56H129N7O10, with ωB97M-V/def2-TZVPD.

Summary:
orbital gap: 8.5 eV
total charge: 0
SMILES: CC1(C)CCCC(C)(C)N1O.CC1(C)CCCC(C)(C)N1O.CC1(C)CCCC(C)(C)N1O.CC1(C)CCCC(C)(C)N1O.CC1(C)CCCC(C)(C)N1O.COC[C@H](C)N.COC[C@H](C)N.CO.CO.CO

Last column: Mulliken charge in e.
Positions of all 202 atoms, in Å:
O: -5.808 -2.925 -0.689  -0.56
O: 2.097 -4.666 -1.030  0.01
O: 2.330 -1.887 -6.924  -0.52
O: 4.045 6.248 2.800  -0.24
O: -10.592 1.716 0.358  -0.51
O: 0.211 2.413 2.961  -0.11
O: -0.769 3.131 -0.417  1.08
O: 3.300 -0.717 -0.080  0.98
O: 0.700 0.925 0.448  1.08
O: 0.547 -1.889 6.159  -0.52
N: -5.361 -1.842 0.115  0.25
N: -0.717 -2.371 5.757  -0.06
N: 1.766 -2.169 -5.672  0.54
N: 5.255 -3.140 0.124  -0.31
N: 2.210 4.073 5.153  -0.66
N: -0.585 3.746 -1.694  0.21
N: 3.466 0.663 0.037  -0.05
C: 4.335 1.053 1.177  1.87
C: -2.376 -4.295 4.375  -0.75
C: -0.213 -3.183 -6.866  -1.80
C: 0.120 -4.759 6.031  -1.64
C: 0.499 -2.784 3.565  -1.28
C: -1.261 1.656 -2.761  -0.94
C: 0.393 -0.446 0.183  1.01
C: 0.976 5.598 -1.097  -2.41
C: -7.350 -0.607 -0.720  -1.72
C: -0.151 -0.816 -5.955  -2.13
C: -4.912 1.068 0.373  -0.96
C: -1.530 3.765 -3.982  -1.48
C: -9.481 2.426 0.940  -0.38
C: 3.820 5.447 3.945  -1.06
C: -2.290 -4.197 5.868  -1.62
C: 4.481 2.585 1.161  -0.83
C: 1.847 -3.873 -3.915  0.01
C: -5.957 0.234 1.185  -2.02
C: -6.511 -0.952 0.492  2.06
C: 5.288 6.963 2.743  -0.89
C: -1.621 3.166 -2.600  2.03
C: -1.431 5.722 -0.619  -1.52
C: -4.369 -0.984 -2.092  -1.66
C: 4.330 -3.802 -0.791  1.14
C: 2.414 4.856 3.943  2.23
C: -2.012 -2.993 3.740  -0.83
C: -0.952 -3.714 6.386  1.85
C: -3.784 0.069 0.182  0.18
C: 1.295 5.934 3.803  -1.54
C: -0.719 -2.310 4.301  2.61
C: 0.376 -4.033 -3.983  -0.85
C: -0.392 5.223 -1.550  2.01
C: -0.774 -0.848 3.935  -1.89
C: 3.787 1.151 -1.358  2.40
C: 3.955 2.668 -1.241  -0.83
C: -1.724 5.282 -3.861  -0.59
C: -3.061 3.257 -2.115  -1.78
C: -0.632 5.885 -3.019  -1.35
C: 2.524 -3.452 -5.245  1.87
C: 2.477 -4.654 -6.277  -1.49
C: 3.538 0.547 2.391  -1.90
C: 2.662 0.897 -2.394  -1.05
C: -3.062 -2.225 -0.421  -2.20
C: 0.333 -2.236 -5.785  2.28
C: -1.166 2.724 2.965  -0.42
C: -0.163 -2.689 -4.389  -1.23
C: 3.029 -4.191 -0.052  -0.88
C: -4.217 -1.220 -0.611  2.58
C: 5.668 0.385 1.160  -1.98
C: 5.089 0.513 -1.904  -1.53
C: 4.040 -3.198 -5.011  -1.37
C: 5.037 -4.945 -1.500  -1.84
C: 5.011 3.101 -0.126  -1.29
C: 1.009 -5.276 -0.421  -1.18
C: -7.414 -1.646 1.412  -2.17
C: -0.848 -3.552 7.864  -2.01
H: 6.109 0.684 2.090  0.52
H: 1.166 5.334 -0.086  0.51
H: -0.159 1.657 -2.995  -0.03
H: 1.699 3.254 5.042  0.31
H: -7.978 -2.408 0.970  0.51
H: -1.600 1.047 -1.916  -1.12
H: -5.093 -0.277 -2.408  0.32
H: 3.268 -5.415 -6.017  0.36
H: -1.778 1.858 3.140  0.09
H: 0.515 -3.426 -7.685  0.27
H: -1.507 3.312 2.111  -0.16
H: 0.727 -3.799 3.712  0.51
H: -5.310 1.306 -0.615  0.42
H: -1.068 -2.763 -7.393  0.43
H: 4.316 3.147 -2.196  0.35
H: -1.281 -0.258 4.696  0.61
H: 2.971 1.060 -3.411  0.72
H: 0.152 -2.005 -3.661  0.01
H: 0.494 -0.437 -6.742  0.55
H: 1.476 -2.267 3.784  0.37
H: 0.487 -4.523 0.100  0.45
H: 3.381 -4.943 0.580  0.58
H: 5.533 -3.652 0.916  0.27
H: 4.497 -4.131 -4.622  0.25
H: -3.720 2.822 -2.835  0.62
H: 0.012 -4.374 -2.959  -0.09
H: -2.993 0.476 -0.390  -0.54
H: 4.148 -1.090 0.177  -0.14
H: -1.378 -2.718 8.377  0.35
H: 0.032 -4.837 -4.588  0.45
H: 1.983 -3.066 -3.169  -0.88
H: -8.554 2.090 0.511  0.02
H: 1.791 5.120 -1.604  0.40
H: -3.141 -2.560 0.604  0.62
H: -0.679 -0.633 0.156  -1.10
H: 0.211 -3.399 8.174  0.40
H: -0.563 -4.139 -6.503  0.29
H: 0.473 1.860 2.198  -0.09
H: 0.315 5.511 3.671  0.41
H: 1.313 -6.109 0.234  0.30
H: -0.835 6.921 -2.760  0.40
H: -5.602 -3.672 -0.126  0.35
H: 2.372 -4.680 -3.408  0.56
H: -9.697 3.459 0.809  0.34
H: 2.920 3.049 -1.035  -0.40
H: 5.460 -5.660 -0.775  0.39
H: -0.004 -5.099 5.008  0.31
H: 3.466 2.900 1.434  -0.13
H: -3.467 -0.519 -2.422  0.28
H: -2.416 5.643 -0.999  0.45
H: -1.741 -5.106 3.962  0.33
H: 2.481 -4.462 -7.375  0.21
H: 6.101 -2.972 -0.384  0.28
H: -1.703 1.246 -3.643  0.95
H: 2.750 -1.072 -6.701  0.35
H: 1.771 4.702 5.823  0.30
H: -2.290 3.355 -4.630  0.47
H: 0.210 -0.495 3.751  0.15
H: 4.311 -5.484 -2.107  0.35
H: 5.654 -0.683 1.040  0.30
H: 6.301 0.774 0.350  0.40
H: -0.129 2.425 -0.263  -0.31
H: -1.142 3.401 3.792  0.44
H: -4.579 -1.913 -2.605  0.41
H: 3.980 5.984 4.843  0.49
H: 5.450 -0.272 -1.311  0.21
H: -1.186 -0.688 -6.158  0.47
H: 1.794 1.489 -2.162  -0.92
H: 0.347 -5.691 -1.193  0.29
H: 0.362 -1.212 6.841  0.38
H: 2.569 -3.351 0.422  0.18
H: -1.284 -0.805 2.959  0.12
H: -1.351 5.214 0.334  -0.10
H: 0.065 -5.623 6.784  0.38
H: -2.485 -5.109 6.366  0.49
H: -10.976 1.214 1.055  0.30
H: 4.433 -2.849 -5.992  0.49
H: 0.402 -2.496 2.513  -0.04
H: 6.115 6.278 3.006  0.32
H: -2.731 5.600 -3.505  0.32
H: -3.486 4.271 -2.024  0.39
H: 0.805 -0.769 -0.810  -0.29
H: 5.012 4.239 -0.225  0.38
H: 1.649 1.076 0.264  -0.19
H: 5.768 -4.697 -2.267  0.43
H: 5.939 1.296 -1.873  0.16
H: 3.841 0.975 3.326  0.53
H: -0.515 3.549 -4.311  0.39
H: 4.217 -2.431 -4.270  -0.03
H: -3.407 -4.558 4.158  0.41
H: -6.882 -0.036 -1.520  0.15
H: 1.236 6.578 4.763  0.38
H: 5.397 7.431 1.738  0.23
H: 4.007 -3.167 -1.590  -0.41
H: -1.339 6.807 -0.399  0.50
H: -3.061 -3.562 6.202  0.41
H: -3.277 -3.089 -1.062  0.48
H: -3.430 -0.166 1.180  0.05
H: -9.520 2.252 2.021  0.26
H: 5.015 0.105 -2.909  0.47
H: -4.586 1.988 0.823  0.63
H: 1.489 6.582 2.948  0.29
H: -1.976 -3.105 2.620  -0.38
H: -1.256 -2.724 -4.370  0.52
H: 2.449 0.665 2.295  -0.02
H: -5.474 0.092 2.143  0.48
H: 0.274 5.809 -3.619  0.36
H: 0.799 -1.000 1.065  -0.21
H: -2.097 -1.751 -0.678  -0.11
H: 2.491 -0.176 -2.339  -0.08
H: -6.941 -2.053 2.277  0.44
H: -8.271 -0.094 -0.354  0.50
H: -6.737 0.900 1.395  0.57
H: -1.598 5.710 -4.836  0.49
H: 1.105 6.690 -1.107  0.42
H: 5.988 2.806 -0.359  0.47
H: 1.523 -5.225 -6.052  0.34
H: 1.054 -4.221 6.198  0.39
H: 3.625 -0.481 2.610  0.35
H: 5.067 2.988 2.013  0.53
H: -3.306 2.704 -1.177  -0.16
H: 4.478 4.537 3.964  0.32
H: 0.077 -0.160 -5.085  0.14
H: -8.202 -0.953 1.752  0.33
H: 2.372 4.201 3.098  -1.12
H: 5.324 7.774 3.479  0.34
H: -7.643 -1.525 -1.234  0.42
H: -2.848 -2.261 3.932  0.51
H: -1.160 -4.470 8.360  0.45


Computed, not measured: a molecular structure, C32H22BBrF9N4O4PS3Se3Te2Ti, with ωB97M-V/def2-TZVPD.

Summary:
orbital gap: 5.9 eV
total charge: -2

Last column: Mulliken charge in e.
Positions of all 83 atoms, in Å:
Te: 2.648 3.408 3.721  -0.31
Te: 0.234 4.269 2.845  -0.25
Br: -1.037 -1.883 -1.933  -0.07
Se: 3.134 2.379 1.504  -0.45
Se: 1.330 -3.025 0.075  -0.03
Se: -0.508 1.963 2.160  -0.64
Ti: 1.471 0.334 1.371  1.75
S: 3.991 0.710 -1.683  0.71
S: -0.438 -1.271 2.017  -0.22
S: 3.260 -0.658 2.877  -0.74
P: -1.495 1.315 -1.308  1.29
F: 4.982 -4.175 -4.645  -0.35
F: -4.348 -1.329 -5.877  -0.33
F: -3.403 2.561 -3.488  -0.43
F: 0.870 -4.757 -2.477  -0.36
F: -2.710 -2.747 -4.302  -0.34
F: 4.266 -2.103 -0.504  -0.39
F: 5.847 -2.604 -2.586  -0.38
F: 2.479 -5.244 -4.547  -0.34
F: -4.697 1.327 -5.460  -0.33
O: 3.849 2.297 -2.045  -0.07
O: 1.671 0.455 -0.226  0.27
O: 3.541 -0.114 -2.760  -0.49
O: 5.214 1.702 -2.187  -0.34
N: -0.656 -0.776 4.735  0.41
N: 1.537 -2.108 4.476  0.27
N: 2.895 -3.334 3.298  0.42
N: -2.487 -0.465 3.594  0.46
C: -5.162 2.538 0.027  -0.73
C: -2.846 -1.438 -4.056  0.24
C: 1.538 4.299 -3.130  -0.52
C: 3.772 -2.882 -1.481  0.08
C: 1.263 -3.427 4.748  -0.57
C: 0.471 3.243 -1.253  0.63
C: 2.904 -4.456 -3.541  0.23
C: -3.697 -0.723 -4.876  0.51
C: 1.391 4.148 -1.758  -0.91
C: -1.643 -0.383 5.607  -0.68
C: -3.202 1.244 -3.622  0.60
C: 2.519 -2.063 3.558  -0.03
C: -3.878 0.629 -4.660  0.25
C: 2.086 -4.188 -2.461  -0.14
C: -3.369 -0.240 2.467  -0.92
C: -2.781 -0.180 4.907  -0.44
C: 4.611 -3.131 -2.550  0.06
C: 0.759 3.542 -3.991  -0.70
C: -2.874 2.395 -0.747  0.44
C: -3.729 4.453 0.179  -0.69
C: 3.939 -3.748 2.381  -1.02
C: -1.178 -0.799 3.500  -1.20
C: -2.344 0.551 -2.776  -0.47
C: 4.179 -3.922 -3.595  0.61
C: -0.180 2.653 -3.486  -0.66
C: -2.173 -0.821 -3.014  -0.35
C: -0.346 2.501 -2.110  0.51
C: 2.476 -3.384 -1.387  0.33
C: -2.690 3.726 -0.383  -0.33
C: 2.097 -4.196 4.016  -0.59
C: -4.970 3.866 0.384  -0.52
C: -4.118 1.809 -0.522  -0.66
B: 0.845 -0.915 5.200  0.22
H: 0.399 3.104 -0.182  -0.09
H: 0.491 -3.702 5.445  0.46
H: 2.019 4.695 -1.067  0.41
H: -0.763 2.063 -4.179  0.34
H: -4.273 0.765 -0.778  0.44
H: 1.431 0.103 4.974  -0.05
H: 2.279 4.983 -3.525  0.36
H: 0.790 -1.179 6.387  -0.25
H: -5.779 4.436 0.825  0.35
H: 2.193 -5.263 3.927  0.47
H: -6.124 2.064 0.187  0.41
H: -3.126 -0.950 1.679  0.27
H: 4.491 -2.864 2.072  0.29
H: -3.562 5.484 0.466  0.41
H: -3.761 0.140 5.215  0.43
H: -1.724 4.196 -0.528  0.40
H: 0.885 3.632 -5.063  0.36
H: -1.440 -0.276 6.657  0.45
H: 4.603 -4.449 2.890  0.37
H: -4.398 -0.381 2.795  0.32
H: 3.487 -4.201 1.500  0.27
H: -3.230 0.770 2.083  0.30


Computed, not measured: a gas-phase ion, C4H8NOS (charge +1), with ωB97M-V/def2-TZVPD.

Summary:
orbital gap: 9.7 eV
total charge: +1

Last column: natural (NBO) charge in e.
Positions of all 15 atoms, in Å:
S: -2.475 1.125 0.166  0.22
O: 0.346 -1.706 -0.074  -0.73
N: -2.207 -1.497 0.152  -0.67
C: -1.607 -0.316 0.092  0.18
C: 0.948 0.581 0.522  -0.23
C: 1.752 1.406 -0.159  -0.33
C: -0.105 -0.383 -0.177  -0.01
H: -1.395 2.103 0.377  0.23
H: 1.812 1.371 -1.276  0.22
H: 0.435 -2.324 -0.901  0.52
H: 2.467 2.041 0.427  0.24
H: -1.473 -2.261 -0.019  0.45
H: 1.047 0.375 1.576  0.23
H: -3.192 -1.621 0.130  0.44
H: -0.041 -0.042 -1.200  0.23